This record from OMol25 describes a gas-phase ion, C17H34N2O5PS (charge +1). The level of theory is wB97M-V/def2-TZVPD.

```
60
Properties=species:S:1:pos:R:3:lowdin_charge:R:1
C 2.190 3.178 0.059 0.2032
C 1.862 2.047 0.290 -0.0696
C 1.303 0.760 0.664 -0.1979
C 1.348 0.592 2.197 -0.2377
C 2.730 1.019 2.726 -0.1799
O 2.687 2.262 3.393 -0.1681
C 2.867 2.092 4.789 -0.0934
N 1.244 -0.853 2.420 0.0380
C 0.106 -1.482 1.705 -0.2772
C 0.630 -2.647 0.887 -0.1754
O 1.239 -2.230 -0.329 -0.2078
C 2.655 -2.364 -0.327 -0.0793
C -0.796 -0.505 0.928 -0.3387
P -2.220 -1.314 -0.029 1.0150
C -1.533 -2.228 -1.484 -0.2679
C -3.004 -2.515 1.177 -0.3871
C -2.873 -3.996 0.800 -0.1469
N -0.045 0.471 0.077 -0.0336
C -0.862 1.678 -0.238 -0.1217
C -0.635 2.180 -1.680 -0.1485
C -1.957 2.390 -2.474 -0.1811
C -1.859 1.713 -3.842 -0.2372
S -0.630 2.466 -4.886 0.5549
O 0.684 2.177 -4.440 -0.2585
O -0.881 3.849 -5.036 -0.2475
O -0.804 1.728 -6.287 -0.1311
H 2.412 4.191 -0.133 0.0572
H 1.979 -0.002 0.285 0.1409
H 0.582 1.181 2.714 0.1647
H 3.009 0.255 3.452 0.1171
H 3.496 0.972 1.951 0.1382
H 2.089 1.423 5.177 0.0886
H 3.840 1.667 5.038 0.0953
H 2.733 3.035 5.305 0.0921
H 1.138 -1.007 3.414 0.1287
H -0.538 -1.915 2.471 0.1400
H -0.125 -3.399 0.661 0.0985
H 1.381 -3.153 1.495 0.1331
H 3.104 -1.846 0.520 0.0846
H 3.017 -1.856 -1.219 0.0975
H 2.968 -3.405 -0.398 0.1001
H -1.315 0.094 1.675 0.1266
H -2.276 -2.390 -2.257 0.0451
H -1.147 -3.204 -1.196 0.0278
H -0.685 -1.660 -1.864 0.0262
H -4.062 -2.275 1.122 0.0616
H -2.709 -2.301 2.201 0.0709
H -1.986 -4.473 1.205 0.0645
H -3.708 -4.517 1.267 0.0777
H -2.972 -4.184 -0.264 0.0637
H 0.116 -0.002 -0.815 0.1470
H -0.718 2.466 0.491 0.1417
H -1.919 1.440 -0.179 0.0851
H -0.075 3.105 -1.626 0.1104
H -0.008 1.485 -2.242 0.1004
H -2.026 3.458 -2.671 0.1147
H -2.841 2.074 -1.934 0.1132
H -1.661 0.645 -3.761 0.1081
H -2.818 1.824 -4.351 0.1123
H -1.720 1.806 -6.592 0.1018
```

Lowest unoccupied orbital energy in Eh: -0.0784
Total charge: +1
HOMO energy in eV: -11.5
Kohn-Sham gap in eV: 9.398